1.
Density functional theory data (ωB97M-V/def2-TZVPD) for a cluster of 2 separate species, C7H14NS in total in a non-equilibrium geometry.

Atoms and positions in Å:
C 1.76478 1.43528 1.49963
C 1.05122 1.94274 0.67825
C 2.52379 0.51116 2.32109
C 1.06982 -0.78313 -1.34255
C -0.69086 0.59178 -2.09425
C -3.51068 -1.36098 1.18993
C -1.17916 -0.93241 -0.16974
N -0.18188 -0.01967 -0.78330
S -2.40962 -0.14806 0.81853
H 3.54815 0.91753 2.75595
H 2.53295 -0.48539 1.83271
H 1.96433 0.21299 3.29363
H 0.96271 -1.08283 -2.45717
H 1.90103 -0.16858 -1.25672
H 1.34810 -1.66786 -0.81701
H -1.40704 1.29653 -1.82053
H 0.01032 1.17579 -2.63654
H -1.02203 -0.17248 -2.77483
H -3.35266 -2.14574 0.45985
H 0.77545 2.81561 0.18267
H -4.05424 -1.16205 2.11694
H -1.67675 -1.55732 -0.93521
H 0.03226 0.78709 -0.06132

Computed properties:
highest occupied orbital energy (spin up / spin down): -12.265 / -11.936 eV
LUMO level (spin up / spin down): -0.149 / -0.166 Eh
energy above the lowest of the compared OMol25 structures with the same formula, charge and spin: 132.0 kcal per mole
net charge: +1

Atomic partial charges in e from the Löwdin method, atoms 1 to 4: atom 1 (C): -0.1286, atom 2 (C): 0.0531, atom 3 (C): -0.0929, atom 4 (C): 0.0102

=====

2.
Density functional theory data (ωB97M-V/def2-TZVPD) for a cluster of 16 separate species, C71H164Cl10 in total in a non-equilibrium geometry.

Atoms and positions in Å:
C -6.12110 -5.06691 -4.72110
C -4.91013 -5.55914 -3.92067
C -4.18306 -4.44002 -3.12843
C -3.54838 -3.28458 -3.95201
C -2.82823 -2.29364 -3.05317
C -2.55107 -0.99810 -3.76864
H -6.79906 -5.87046 -5.04820
H -5.82667 -4.37004 -5.55528
H -6.68319 -4.49089 -4.01749
H -5.28377 -6.26894 -3.20979
H -4.23717 -6.18359 -4.57015
H -3.41136 -4.84910 -2.42222
H -4.98579 -3.97446 -2.44110
H -2.72838 -3.67455 -4.62954
H -4.39227 -2.83186 -4.44325
H -3.47286 -2.09893 -2.22308
H -1.90125 -2.77281 -2.69546
H -2.25501 -0.18192 -3.06586
H -1.72824 -1.02693 -4.48310
H -3.41301 -0.70340 -4.35283
C 1.44792 6.57474 -2.07410
C 0.62685 5.40742 -2.68608
C 0.33844 5.54715 -4.17140
C -0.24206 4.24998 -4.71639
C -1.51514 3.75028 -4.19556
C -1.95410 2.45098 -4.88878
H 0.84573 7.51420 -2.18854
H 2.41984 6.75146 -2.58577
H 1.47264 6.32235 -1.03635
H 1.16549 4.51880 -2.44359
H -0.28807 5.31165 -2.03787
H 1.27463 5.73737 -4.73783
H -0.31109 6.34721 -4.41636
H -0.27788 4.37347 -5.83595
H 0.56514 3.52893 -4.55983
H -1.57705 3.66572 -3.07800
H -2.28037 4.51860 -4.34515
H -2.86338 2.14549 -4.35281
H -2.31761 2.71712 -5.91906
H -1.19456 1.69608 -4.79731
C -7.95516 -6.84602 1.36378
C -7.71889 -5.34418 0.96561
C -6.27497 -5.03057 1.24735
C -5.88314 -3.75191 0.56969
C -4.36347 -3.35435 0.64589
C -3.91774 -2.93037 2.02474
H -7.24371 -7.55255 0.97380
H -8.92075 -7.16241 0.97989
H -8.01054 -7.04936 2.47558
H -8.02679 -5.22025 -0.06349
H -8.40236 -4.69500 1.49669
H -5.61712 -5.82865 0.82777
H -6.18244 -5.05670 2.38702
H -6.14680 -3.73330 -0.45778
H -6.38411 -2.95853 1.06031
H -3.75026 -4.21391 0.21710
H -4.20751 -2.54322 -0.07048
H -2.89682 -3.16809 2.11107
H -4.10420 -1.95023 2.41694
H -4.43692 -3.46253 2.85472
C -0.22985 -1.54186 5.12131
C -0.81450 -2.40594 4.01202
C -0.03521 -2.45805 2.74755
C 1.24255 -3.16671 2.99528
C 1.76374 -3.87106 1.72902
C 2.99987 -4.78026 1.93737
H -0.57690 -0.49965 5.02979
H 0.84487 -1.39822 5.08796
H -0.39471 -1.75691 6.17227
H -0.86876 -3.43367 4.37604
H -1.85797 -2.03236 3.85108
H 0.08499 -1.45236 2.30790
H -0.61507 -3.01166 2.05099
H 1.98183 -2.52308 3.42827
H 1.09542 -4.01233 3.68574
H 0.92172 -4.50344 1.36400
H 2.14492 -3.11959 1.03948
H 3.91880 -4.20968 2.16579
H 2.84164 -5.37353 2.79760
H 3.22667 -5.47303 1.08561
C 4.75298 4.93158 -3.59413
C 5.04851 4.61384 -2.11933
C 5.87428 3.34102 -1.87040
C 6.44099 3.27896 -0.44303
C 7.05886 1.93244 -0.01359
C 7.97262 2.00654 1.22532
H 3.96009 4.20237 -3.87007
H 5.62128 4.77502 -4.24608
H 4.24464 5.90539 -3.66102
H 5.59241 5.46181 -1.63069
H 4.14762 4.45867 -1.57018
H 6.69837 3.31974 -2.61200
H 5.20022 2.45245 -2.17504
H 7.12523 4.12687 -0.28585
H 5.63889 3.54802 0.22513
H 6.31415 1.17293 0.19654
H 7.58612 1.47590 -0.89382
H 8.34789 1.03279 1.37271
H 8.83110 2.66746 1.13629
H 7.42620 2.26580 2.16224
C 4.89991 8.92190 2.26021
C 4.41605 7.78818 1.35117
C 4.62310 6.39080 1.84410
C 3.92464 6.08010 3.18778
C 4.12345 4.55838 3.63348
C 2.99597 4.22417 4.65445
H 4.78535 9.88161 1.74479
H 5.94194 8.83594 2.54965
H 4.34889 8.96970 3.22322
H 3.35773 7.89734 1.17021
H 4.98860 7.86417 0.41988
H 5.67412 6.13898 2.03276
H 4.21911 5.67211 1.08619
H 4.35502 6.65260 4.03725
H 2.91599 6.36917 3.11128
H 4.08311 3.81109 2.78973
H 5.16815 4.39055 3.94715
H 3.12165 4.94375 5.41301
H 2.07554 4.29125 4.15095
H 3.00306 3.18111 5.06297
C -4.08241 -7.25499 5.48805
C -3.36718 -6.72469 4.29134
C -2.14604 -7.63276 3.87153
C -1.28034 -7.02043 2.71789
C -2.02145 -7.06147 1.38638
C -1.01973 -6.73270 0.32053
H -3.29166 -7.51567 6.19537
H -4.53927 -8.16554 5.07181
H -4.86547 -6.67581 5.93204
H -4.13502 -6.62696 3.49958
H -3.00952 -5.65315 4.41059
H -2.55645 -8.58210 3.54757
H -1.53886 -7.74513 4.75513
H -0.95210 -6.00618 2.92031
H -0.46419 -7.68930 2.65652
H -2.50273 -7.98507 1.12548
H -2.71954 -6.23947 1.40734
H -1.58883 -6.67957 -0.64558
H -0.48813 -5.82373 0.63577
H -0.15932 -7.45382 0.21148
C 6.17565 -1.54108 -5.72318
C 5.50174 -0.47775 -4.91284
C 3.97317 -0.66162 -4.82985
C 3.34759 0.57383 -4.17487
C 1.81112 0.57172 -4.34215
C 1.16363 -0.54655 -3.61431
H 5.92559 -2.54223 -5.35421
H 7.24865 -1.47841 -5.74430
H 5.87970 -1.49608 -6.76461
H 5.88270 -0.37097 -3.92337
H 5.62434 0.51903 -5.36504
H 3.67684 -1.57963 -4.23324
H 3.49835 -0.76173 -5.79101
H 3.56385 0.53382 -3.13185
H 3.77367 1.49888 -4.62598
H 1.45868 1.51444 -3.85813
H 1.59923 0.71706 -5.39771
H 1.20371 -1.50461 -4.17670
H 1.72767 -0.60650 -2.67690
H 0.02808 -0.49834 -3.45647
C 2.82876 2.36326 -0.82386
C 1.90355 1.29818 -0.34197
C 0.47632 1.61925 -0.62262
C -0.51480 0.67759 0.07840
C -1.97977 0.98855 -0.41655
C -2.99456 -0.00712 0.00843
H 2.69917 3.34106 -0.29972
H 2.84169 2.50065 -1.86699
H 3.87593 2.10617 -0.54555
H 2.32222 0.41410 -0.83599
H 2.07761 1.01466 0.72552
H 0.31758 1.64742 -1.68856
H 0.16886 2.57085 -0.28397
H -0.36832 -0.37604 -0.20036
H -0.35738 0.77304 1.15911
H -2.24452 1.99354 -0.21192
H -1.87986 0.91140 -1.52247
H -3.89703 0.15244 -0.62343
H -2.74477 -1.02074 -0.45308
H -3.18836 -0.07027 1.06663
C 6.68581 -2.60234 -0.43086
C 5.45227 -1.77549 0.01832
C 5.59679 -1.23556 1.47288
C 4.31208 -0.48273 1.97281
C 4.50784 0.02754 3.42637
C 3.25252 0.29743 4.19678
H 7.57369 -1.98661 -0.35630
H 6.51977 -2.98389 -1.47009
H 6.85881 -3.40245 0.25410
H 5.49127 -0.86179 -0.64156
H 4.48984 -2.27043 -0.18796
H 6.51796 -0.72532 1.62135
H 5.66323 -2.12773 2.17101
H 4.00274 0.31773 1.26219
H 3.49823 -1.21592 2.06684
H 5.21251 -0.68157 4.01010
H 5.06141 0.99082 3.43433
H 2.75833 -0.61873 4.57603
H 3.51129 0.95844 4.99712
H 2.53864 0.86253 3.56462
C -3.66319 0.89601 4.39743
C -2.57896 1.51015 3.48202
C -2.09918 2.88086 3.92699
C -1.10170 3.31430 2.83709
C -0.51152 4.77631 2.92186
C 0.22058 5.18269 1.67442
H -4.43031 1.60621 4.47810
H -3.29617 0.53986 5.36210
H -4.14916 -0.01271 3.94436
H -1.74177 0.76581 3.34667
H -3.05242 1.53397 2.52016
H -1.60370 2.86718 4.94464
H -2.94987 3.57664 4.07788
H -0.29928 2.57070 2.74158
H -1.62252 3.24286 1.86431
H -1.42074 5.39907 3.14514
H 0.05899 4.87042 3.83409
H 0.90996 5.97687 1.95274
H 0.87822 4.35456 1.35390
H -0.46122 5.49020 0.81739
C -5.57451 3.81216 -2.74664
Cl -6.30218 2.52138 -3.84098
Cl -5.33061 3.21445 -1.07234
H -4.63227 4.13057 -3.15851
H -6.27151 4.59723 -2.80236
C 2.15300 -4.73779 -1.53659
Cl 1.82119 -3.16785 -2.14645
Cl 3.76744 -5.32888 -1.87245
H 1.93192 -4.78298 -0.47172
H 1.47220 -5.39581 -2.07841
C -8.37407 -1.27940 -2.90274
Cl -6.53304 -1.17875 -2.97363
Cl -9.03660 -2.83636 -2.74007
H -8.61682 -0.72251 -2.02515
H -8.71372 -0.77230 -3.77448
C -3.73440 5.80714 0.62068
Cl -3.00606 6.00355 -1.05433
Cl -3.61863 7.29512 1.57367
H -4.74065 5.49060 0.47324
H -3.16188 5.03164 1.07239
C -6.75192 0.64367 0.44777
Cl -5.77164 1.53632 1.66310
Cl -8.34231 1.32640 0.22862
H -6.17926 0.68503 -0.45509
H -6.93248 -0.35705 0.74179

Computed properties:
highest occupied orbital energy: -10.416 eV
LUMO level: 0.015 Eh
energy above the lowest of the compared OMol25 structures with the same formula, charge and spin: 0.0 kcal per mole

Atomic partial charges in e from the Löwdin method, atoms 1 to 4: atom 1 (C): -0.1171, atom 2 (C): -0.2687, atom 3 (C): -0.2155, atom 4 (C): -0.2277

=====

3.
Density functional theory data (ωB97M-V/def2-TZVPD) for the ion C5H11N4 with charge +1 in a non-equilibrium geometry.

Atoms and positions in Å:
C -0.75111 -0.78541 1.21113
C 0.89833 -1.36696 -0.47263
C -1.10502 -0.19155 -0.95758
C 0.78968 1.51264 -0.43168
C -0.55061 0.74566 1.28943
N 1.85398 -0.50334 0.27331
N -0.47611 -1.17105 -0.14754
N 1.63231 0.77148 0.58335
N -0.64307 1.17963 -0.19341
H 0.00914 -1.23039 1.79244
H -1.84378 -1.16053 1.35286
H 1.25246 -1.09372 -1.54640
H 1.06255 -2.31164 -0.10204
H -0.69893 -0.01830 -2.04448
H -2.11493 -0.09141 -0.80789
H 0.83239 2.51003 -0.24412
H 1.26978 1.47399 -1.48836
H -1.02984 1.46869 1.86146
H 2.46475 -0.72313 1.02015
H -1.09382 2.07325 -0.18326

Computed properties:
highest occupied orbital energy (spin up / spin down): -12.196 / -12.880 eV
LUMO level (spin up / spin down): -0.156 / -0.142 Eh
energy above the lowest of the compared OMol25 structures with the same formula, charge and spin: 154.4 kcal per mole
net charge: +1

Atomic partial charges in e from the Löwdin method, atoms 1 to 4: atom 1 (C): -0.1220, atom 2 (C): -0.1294, atom 3 (C): -0.0227, atom 4 (C): -0.1420